# 1
74
Properties=species:S:1:pos:R:3 method="wB97M-V/def2-TZVPD" homo_lumo_gap_ev=1.484 e_tot_ev=-167089.728 charge=0
Ca 0.294 -0.110 -0.488
F -2.676 -6.286 0.696
C -2.175 -5.853 -0.484
C -1.619 -4.605 -0.572
C -1.139 -4.141 -1.808
C -0.515 -2.815 -1.853
O -0.298 -2.226 -0.780
C -0.237 -2.325 -3.178
C -0.364 -3.177 -4.224
N -0.775 -4.479 -4.149
C -0.837 -5.277 -5.338
C 0.107 -6.442 -5.475
C 0.307 -5.208 -6.303
C -1.231 -4.963 -2.943
C -1.757 -6.253 -2.811
C -2.234 -6.704 -1.579
N -2.728 -8.031 -1.471
C -2.824 -8.648 -0.170
C -2.992 -10.163 -0.398
N -2.513 -10.445 -1.786
C -3.474 -9.893 -2.797
C -3.804 -8.458 -2.341
C 0.174 -0.881 -3.542
O 0.529 -0.699 -4.703
O 0.066 -0.036 -2.617
H -1.545 -3.962 0.293
H -0.110 -2.806 -5.208
H -1.836 -5.383 -5.752
H -0.257 -7.337 -5.961
H 0.799 -6.601 -4.661
H 0.068 -5.242 -7.355
H 1.138 -4.570 -6.045
H -1.763 -6.918 -3.662
H -3.672 -8.287 0.426
H -1.908 -8.443 0.389
H -4.033 -10.481 -0.359
H -2.413 -10.759 0.305
H -2.328 -11.435 -1.940
H -1.641 -9.915 -1.904
H -4.347 -10.545 -2.814
H -2.975 -9.928 -3.766
H -4.772 -8.438 -1.822
H -3.884 -7.798 -3.202
Cl 5.605 0.030 5.183
C 4.422 -0.209 3.910
C 4.670 -1.182 2.954
C 3.701 -1.302 1.957
Cl 3.962 -2.480 0.694
C 2.554 -0.521 1.864
O 1.723 -0.616 0.857
C 2.287 0.433 2.928
C 1.152 1.224 3.025
O 0.052 1.193 2.125
C 3.293 0.574 3.921
H 5.556 -1.795 2.963
H 1.065 2.063 3.698
H 3.161 1.301 4.711
C -0.503 -1.017 2.982
C -0.616 0.073 1.962
O -1.356 -0.010 0.978
H -1.389 -1.644 2.918
H -0.383 -0.567 3.969
H 0.389 -1.614 2.797
Br 4.588 4.078 0.734
C 3.027 3.694 -0.260
C 2.594 4.548 -1.259
C 1.442 4.204 -1.948
C 0.783 3.029 -1.613
N 1.205 2.219 -0.644
C 2.310 2.539 0.018
H 3.147 5.447 -1.492
H 1.065 4.829 -2.744
H -0.099 2.714 -2.155
H 2.620 1.859 0.801

---

# 2
70
Properties=species:S:1:pos:R:3 method="wB97M-V/def2-TZVPD" homo_lumo_gap_ev=7.207 relative_energy_kcal_mol=118.2 e_tot_ev=-121847.428 charge=0
Rh 1.122 -1.020 -0.296
O 4.672 0.510 0.643
C 3.608 0.330 0.094
O 3.048 -0.836 -0.069
C 2.910 1.513 -0.554
C 3.407 2.829 -0.386
C 2.767 3.842 -1.025
C 1.669 3.555 -1.880
C 0.987 4.552 -2.621
C -0.010 4.207 -3.487
C -0.357 2.847 -3.667
C 0.267 1.871 -2.947
C 1.273 2.211 -2.014
N 1.876 1.220 -1.291
H 4.274 2.971 0.243
H 3.091 4.870 -0.909
H 1.280 5.588 -2.498
H -0.526 4.971 -4.054
H -1.112 2.581 -4.396
H 0.031 0.824 -3.080
Br -2.862 -0.450 0.598
C -2.306 -2.056 -0.266
C -3.313 -2.957 -0.583
C -2.943 -4.158 -1.163
C -1.598 -4.408 -1.372
C -0.683 -3.429 -1.023
N -1.028 -2.246 -0.502
C 0.786 -3.694 -1.265
O 1.168 -4.814 -1.515
O 1.544 -2.640 -1.249
H -4.344 -2.714 -0.373
H -3.695 -4.888 -1.433
H -1.229 -5.336 -1.782
C 3.710 -4.062 3.672
C 3.744 -4.026 2.261
C 2.889 -3.225 1.562
C 1.957 -2.396 2.240
C 1.039 -1.514 1.592
C 0.086 -0.833 2.287
C 0.022 -0.940 3.700
C 0.911 -1.724 4.363
C 1.891 -2.470 3.656
C 2.798 -3.310 4.349
H 4.398 -4.699 4.212
H 4.460 -4.637 1.726
H 2.919 -3.215 0.485
H -0.625 -0.204 1.771
H -0.747 -0.398 4.237
H 0.871 -1.813 5.443
H 2.741 -3.352 5.431
C -4.157 1.525 -0.598
N -2.854 1.168 -1.135
C -2.892 0.168 -2.187
C -1.702 1.282 -0.392
O -0.849 0.385 -0.423
N -1.533 2.418 0.335
C -0.524 2.481 1.379
C -2.211 3.670 0.049
H -4.770 0.624 -0.525
H -4.678 2.244 -1.237
H -4.064 1.942 0.400
H -3.349 0.597 -3.082
H -3.481 -0.701 -1.880
H -1.885 -0.164 -2.418
H 0.159 1.643 1.297
H -0.981 2.464 2.371
H 0.044 3.406 1.274
H -2.661 3.641 -0.939
H -1.470 4.471 0.056
H -2.978 3.910 0.791

---

# 3
71
Properties=species:S:1:pos:R:3 method="wB97M-V/def2-TZVPD" homo_lumo_gap_ev="7.049 / 5.600" e_tot_ev=-390967.324 multiplicity=5 charge=0
Pd 11.982 10.945 9.887
Se 9.383 10.193 12.762
Sb 11.283 8.637 12.534
Se 12.729 10.687 12.588
Se 10.826 8.527 10.006
Se 11.880 6.690 13.927
C 9.135 12.668 5.873
C 8.784 11.479 6.854
C 8.129 12.006 8.122
C 9.956 10.537 7.170
C 10.676 9.824 5.998
O 11.792 10.744 5.714
C 12.009 11.373 6.877
N 11.065 11.313 7.776
C 13.161 12.256 6.886
C 13.121 13.168 5.849
C 13.977 14.261 5.786
C 15.005 14.301 6.779
C 15.205 13.276 7.663
C 14.216 12.308 7.833
P 14.266 11.151 9.287
C 15.100 9.733 8.475
C 14.947 8.438 9.022
C 15.463 7.354 8.304
C 16.148 7.583 7.112
C 16.426 8.816 6.713
C 15.933 9.940 7.381
C 15.452 11.911 10.480
C 16.735 11.384 10.620
C 17.594 11.989 11.485
C 17.202 13.021 12.306
C 15.890 13.493 12.235
C 14.971 12.921 11.341
H 8.186 13.190 5.582
H 9.693 12.295 4.933
H 9.780 13.432 6.385
H 8.067 10.806 6.374
H 8.705 12.744 8.628
H 7.949 11.182 8.858
H 7.187 12.511 7.903
H 9.603 9.737 7.841
H 10.018 9.881 5.150
H 11.053 8.894 6.295
H 12.306 13.043 5.115
H 13.800 15.021 5.041
H 15.701 15.143 6.672
H 15.970 13.304 8.416
H 14.399 8.367 9.913
H 15.190 6.352 8.606
H 16.467 6.721 6.574
H 17.027 8.999 5.845
H 16.121 10.888 6.972
H 17.077 10.478 10.089
H 18.612 11.586 11.588
H 17.925 13.432 12.953
H 15.587 14.234 12.956
H 13.981 13.285 11.226
Br 7.467 18.211 9.803
C 8.605 16.734 9.950
C 9.905 16.736 9.359
C 10.665 15.582 9.485
C 10.249 14.516 10.268
C 9.026 14.583 10.933
C 8.186 15.669 10.757
C 10.968 13.257 10.286
O 10.301 12.293 10.723
O 12.212 13.135 10.016
H 10.297 17.593 8.839
H 11.651 15.436 9.040
H 8.718 13.689 11.515
H 7.237 15.718 11.282